DFT (ωB97M-V with the def2-TZVPD basis set) results for a molecular structure, C44H45BrN6O5S3SiTa at a distorted geometry.

CARTESIAN COORDINATES (ANGSTROEM)
Ta 1.57 -0.90 0.45
O 2.40 -5.14 -0.36
C 1.78 -4.15 -0.02
N 2.20 -3.09 0.70
C 3.37 -3.17 1.46
C 4.39 -4.13 1.35
C 5.46 -4.11 2.22
C 5.54 -3.15 3.22
C 4.54 -2.20 3.34
C 3.46 -2.19 2.46
N 2.49 -1.18 2.39
C 2.18 -0.47 3.51
O 2.30 -0.85 4.66
C 1.75 0.93 3.23
C 1.44 1.78 4.28
C 1.23 3.12 4.01
C 1.33 3.55 2.70
C 1.58 2.62 1.70
N 1.79 1.34 1.97
C 0.30 -4.10 -0.28
C -0.37 -5.30 -0.49
C -1.75 -5.27 -0.61
C -2.40 -4.04 -0.56
C -1.63 -2.90 -0.38
N -0.32 -2.93 -0.22
H 4.31 -4.88 0.58
H 6.24 -4.85 2.12
H 6.38 -3.13 3.90
H 4.60 -1.44 4.11
H 1.39 1.38 5.29
H 1.00 3.82 4.81
H 1.21 4.60 2.44
H 1.61 2.90 0.66
H 0.21 -6.21 -0.54
H -2.31 -6.19 -0.73
H -3.47 -3.97 -0.65
H -2.08 -1.91 -0.35
S 4.02 -0.20 0.15
C 4.05 0.55 -1.42
C 5.26 0.60 -2.12
C 5.34 1.22 -3.36
C 6.57 1.21 -4.08
N 7.56 1.19 -4.67
C 4.20 1.84 -3.90
C 3.00 1.80 -3.20
C 2.90 1.14 -1.98
S 1.37 1.11 -1.15
C 4.25 2.50 -5.16
N 4.26 3.05 -6.17
H 6.13 0.14 -1.68
H 2.12 2.28 -3.61
C -1.86 4.99 1.54
C -2.61 3.68 1.71
C -4.03 3.87 1.16
C -2.66 3.27 3.18
O -1.88 2.69 0.98
Si -2.13 1.12 0.57
S -0.71 -0.25 1.36
O -2.09 0.91 -1.05
C -2.52 1.69 -2.19
C -4.04 1.72 -2.20
C -2.00 0.97 -3.43
C -1.95 3.11 -2.16
O -3.59 0.78 1.23
C -4.46 -0.32 1.49
C -3.77 -1.38 2.35
C -4.93 -0.90 0.16
C -5.64 0.25 2.26
H -2.43 5.81 1.98
H -1.71 5.20 0.48
H -0.88 4.94 2.03
H -4.57 4.60 1.76
H -4.57 2.93 1.17
H -3.98 4.24 0.13
H -3.17 4.03 3.78
H -1.65 3.14 3.56
H -3.19 2.32 3.28
H -4.44 0.71 -2.35
H -4.40 2.36 -3.01
H -4.42 2.10 -1.25
H -2.40 -0.05 -3.47
H -0.91 0.92 -3.40
H -2.31 1.51 -4.32
H -2.34 3.66 -1.30
H -2.22 3.63 -3.08
H -0.87 3.07 -2.07
H -2.85 -1.72 1.88
H -4.44 -2.24 2.49
H -3.52 -0.97 3.32
H -4.08 -1.20 -0.44
H -5.49 -0.15 -0.39
H -5.58 -1.77 0.33
H -5.30 0.70 3.20
H -6.36 -0.54 2.50
H -6.15 1.02 1.68
Br 1.86 -3.80 -5.89
C 1.87 -2.93 -4.19
C 0.74 -2.26 -3.78
C 0.72 -1.67 -2.53
C 1.82 -1.73 -1.67
C 2.95 -2.39 -2.14
C 2.99 -3.00 -3.39
H -0.13 -2.20 -4.43
H -0.18 -1.14 -2.22
H 3.84 -2.46 -1.51
H 3.88 -3.53 -3.72

Values from the calculation:
highest occupied orbital energy: -5.3 eV
DFT total energy: -6523.96872 Eh
Kohn-Sham gap: 6.810 eV
F_max: 0.0251 Eh/bohr
ΔE to the lowest compared entry with this formula, charge and spin: 1.143 eV
charge: -1
LUMO energy: 1.551 eV

Atom charges from the Mulliken analysis, given in e for atoms 1 to 4:
1 Ta 0.502
2 O -0.747
3 C 0.214
4 N 0.370